# 1
Molecular formula: C21H18O8
Method: DFT, ωB97M-V/def2-TZVPD

The value obtained for the energy above the lowest of the compared OMol25 structures with the same formula, charge and spin is 2.2671 eV. Its HOMO-LUMO gap is 8.34 eV. The multiplicity is 1. As for the SMILES: CC(=O)c1cc(C)c(O)c(Cc2c(O)cc(-c3ccc(O)c(O)c3)oc2=O)c1O.

Each line ends with the natural charge from an NBO analysis.
Cartesian coordinates (Å):
C 0.59 0.12 -4.96  -0.687
C 1.87 -0.27 -4.22  0.569
O 3.01 -0.02 -4.72  -0.567
C 1.93 -1.02 -2.93  -0.226
C 3.15 -1.11 -2.24  -0.113
C 3.32 -1.78 -1.00  -0.124
C 4.71 -1.50 -0.34  -0.626
C 2.27 -2.50 -0.42  0.297
O 2.42 -3.03 0.85  -0.707
C 1.05 -2.45 -1.10  -0.106
C -0.15 -2.92 -0.28  -0.470
C -0.91 -1.78 0.50  -0.230
C -0.55 -1.45 1.72  0.374
O 0.50 -1.97 2.43  -0.681
C -1.09 -0.27 2.31  -0.344
C -2.08 0.44 1.64  0.389
C -2.56 1.82 2.00  -0.114
C -3.67 2.32 1.52  -0.172
C -4.01 3.73 1.76  -0.253
C -3.17 4.46 2.56  0.251
O -3.41 5.80 2.76  -0.658
C -2.09 3.84 3.28  0.258
O -1.23 4.32 4.21  -0.687
C -1.76 2.56 2.93  -0.247
O -2.63 0.04 0.46  -0.442
C -1.94 -0.99 -0.19  0.757
O -2.41 -1.51 -1.22  -0.645
C 0.84 -1.76 -2.34  0.375
O -0.38 -1.76 -2.96  -0.696
H 0.06 -0.73 -5.17  0.241
H 0.03 0.75 -4.27  0.229
H 0.63 0.77 -5.75  0.231
H 3.98 -0.49 -2.68  0.248
H 5.42 -1.90 -1.01  0.229
H 4.87 -2.10 0.58  0.182
H 4.90 -0.47 0.04  0.235
H 3.39 -3.20 0.86  0.510
H 0.15 -3.71 0.44  0.237
H -0.92 -3.43 -0.87  0.243
H 1.08 -2.48 1.80  0.514
H -0.67 0.01 3.25  0.235
H -4.33 1.77 0.87  0.229
H -4.85 4.14 1.14  0.244
H -2.65 6.14 3.28  0.487
H -0.53 3.71 4.49  0.502
H -1.05 1.98 3.46  0.197
H -1.15 -2.10 -2.48  0.528

---

# 2
Molecular formula: C22H25BF10IN2O7S
Method: DFT, ωB97M-V/def2-TZVPD

Its HOMO-LUMO gap is 6.25 eV. The multiplicity is 1. The net charge is -1.

Each line ends with the natural charge from an NBO analysis.
Cartesian coordinates (Å):
C -4.36 -4.03 0.51  -0.641
C -3.15 -3.14 0.81  0.225
F -3.67 -1.89 1.16  -0.398
C -2.16 -3.07 -0.34  -0.758
B -0.59 -2.89 0.12  0.891
C 0.18 -4.31 0.51  -0.835
C -0.72 -5.41 0.94  0.607
O -1.35 -6.09 0.27  -0.535
I -0.94 -5.75 3.13  -0.176
O -0.66 -2.04 1.36  -0.740
C -0.29 -0.76 1.02  0.072
C -1.38 0.19 0.50  -0.456
C -1.96 1.09 1.61  -0.407
C -2.16 0.38 2.96  -0.515
S -1.25 1.32 4.25  -0.108
C 0.90 -1.08 0.02  0.586
C 1.45 0.07 -0.80  -0.479
C 1.87 1.28 0.05  -0.498
C 3.36 1.61 0.05  0.656
F 3.50 2.85 -0.46  -0.338
F 4.12 0.81 -0.70  -0.315
C 3.93 1.56 1.49  0.572
F 3.23 2.34 2.32  -0.311
F 3.78 0.33 1.91  -0.288
C 5.39 2.01 1.64  0.553
F 6.23 1.24 0.97  -0.294
F 5.57 3.24 1.19  -0.300
C 5.90 2.03 3.13  0.921
F 5.61 0.95 3.78  -0.291
F 5.54 3.10 3.75  -0.294
F 7.23 2.08 3.06  -0.322
O 1.92 -1.70 0.84  -0.465
N 3.08 -2.00 0.12  0.366
O 3.12 -3.12 -0.23  -0.255
O 0.27 -2.04 -0.75  -0.747
H -4.17 -5.07 0.78  0.216
H -5.15 -3.68 1.18  0.205
H -4.73 -3.91 -0.51  0.195
H -2.69 -3.58 1.70  0.167
H -2.30 -4.01 -0.90  0.209
H -2.50 -2.28 -1.02  0.214
H 0.78 -4.68 -0.32  0.253
H 0.84 -4.07 1.33  0.254
H 0.18 -0.24 1.88  0.164
H -2.17 -0.42 0.09  0.230
H -1.07 0.86 -0.32  0.214
H -2.90 1.48 1.24  0.204
H -1.30 1.96 1.69  0.203
H -1.90 -0.68 2.94  0.264
H -3.22 0.44 3.20  0.211
H -0.66 0.39 5.03  0.129
H 0.60 0.39 -1.41  0.247
H 2.20 -0.29 -1.50  0.226
H 1.34 2.15 -0.31  0.262
H 1.51 1.12 1.07  0.243
C -2.17 3.48 -5.82  -0.181
C -1.09 2.68 -5.49  -0.208
C -0.76 2.48 -4.15  -0.203
C -1.53 3.09 -3.18  0.091
C -2.60 3.90 -3.50  -0.209
C -2.92 4.10 -4.83  -0.212
N -1.20 2.87 -1.76  0.526
O -0.23 2.16 -1.52  -0.392
O -1.90 3.39 -0.92  -0.363
H -2.43 3.63 -6.87  0.216
H -0.51 2.20 -6.26  0.223
H 0.08 1.86 -3.89  0.254
H -3.19 4.38 -2.73  0.249
H -3.76 4.73 -5.10  0.219

---

# 3
Molecular formula: C12H17BMoN6O2
Method: DFT, ωB97M-V/def2-TZVPD

The value obtained for the energy above the lowest of the compared OMol25 structures with the same formula, charge and spin is 0.0000 eV. Its HOMO-LUMO gap (spin up / spin down) is 5.32 / 6.58 eV. The multiplicity is 3. The net charge is +2.

Each line ends with the natural charge from an NBO analysis.
Cartesian coordinates (Å):
H 0.57 3.12 1.11  0.267
N 0.20 1.66 -0.36  -0.349
B -0.10 0.34 -2.53  0.514
N 0.26 1.64 -1.75  -0.308
C 0.60 2.87 -2.18  0.132
Mo -0.18 -0.04 0.65  1.771
H 0.68 3.07 -3.23  0.270
C 0.81 3.70 -1.07  -0.282
H 1.15 4.72 -1.08  0.286
C 0.54 2.91 0.06  0.055
H -0.06 0.49 -3.72  0.030
C -1.72 -1.69 2.51  -0.746
H -1.42 -2.26 3.41  0.303
H -0.74 -1.56 1.92  0.085
H -2.43 -2.23 1.87  0.239
N -1.50 -0.06 -2.05  -0.319
N 0.88 -0.77 -2.06  -0.310
N -1.77 -0.26 -0.68  -0.382
N 0.94 -1.05 -0.69  -0.379
C -2.63 -0.25 -2.75  0.124
C 1.72 -1.59 -2.70  0.105
H -2.63 -0.12 -3.83  0.271
H 1.82 -1.54 -3.78  0.267
C -3.66 -0.61 -1.87  -0.284
C 2.38 -2.40 -1.77  -0.291
C -3.08 -0.62 -0.58  0.044
C 1.87 -2.04 -0.53  0.045
H -4.69 -0.83 -2.12  0.285
H 3.13 -3.13 -2.00  0.282
H -3.49 -0.87 0.39  0.253
H 2.11 -2.42 0.45  0.262
H -2.20 -0.76 2.79  0.256
C 2.22 0.37 4.53  -0.728
C 1.21 0.37 3.39  0.800
O 0.01 0.68 3.59  -0.636
O 1.74 0.05 2.24  -0.698
H 1.77 0.52 5.50  0.255
H 2.94 1.17 4.36  0.258
H 2.76 -0.58 4.54  0.250

---

# 4
Molecular formula: C4H4AgO5
Method: DFT, ωB97M-V/def2-TZVPD

The value obtained for the energy above the lowest of the compared OMol25 structures with the same formula, charge and spin is 2.8409 eV. Its HOMO-LUMO gap (spin up / spin down) is 5.56 / 3.81 eV. The multiplicity is 2.

Each line ends with the natural charge from an NBO analysis.
Cartesian coordinates (Å):
O 2.25 -0.90 -3.32  -0.625
C 3.24 -1.41 -3.50  0.626
Ag 0.38 0.15 -2.89  1.112
O 0.74 1.29 -1.28  -0.579
O -1.39 1.54 0.71  -0.796
C -1.51 0.51 1.61  -0.083
C -0.20 -0.29 1.68  -0.100
O 0.70 0.22 0.67  -0.484
C 0.16 0.40 -0.54  0.962
H -1.76 0.86 2.64  0.144
H -2.27 -0.24 1.28  0.111
H -0.37 -1.35 1.46  0.169
H 0.32 -0.15 2.64  0.190
O -0.28 -0.65 -1.17  -0.649

---

# 5
Molecular formula: C23H19N3O4
Method: DFT, ωB97M-V/def2-TZVPD

The value obtained for the energy above the lowest of the compared OMol25 structures with the same formula, charge and spin is 1.6814 eV. Its HOMO-LUMO gap is 7.65 eV. The multiplicity is 1. As for the SMILES: Cc1ccc(NC(=O)/C(=C/c2ccc([N+](=O)[O-])cc2)NC(=O)c2ccccc2)cc1.

Each line ends with the natural charge from an NBO analysis.
Cartesian coordinates (Å):
C -7.97 -0.03 -0.09  -0.625
C -6.48 0.07 0.02  -0.031
C -5.75 -0.90 0.71  -0.203
C -4.38 -0.80 0.83  -0.246
C -3.70 0.28 0.27  0.211
N -2.31 0.33 0.43  -0.619
C -1.42 1.23 -0.07  0.637
O -1.69 2.16 -0.79  -0.601
C 0.00 0.94 0.35  0.069
C 0.98 1.50 -0.38  -0.165
C 2.41 1.38 -0.17  -0.052
C 2.98 1.43 1.11  -0.212
C 4.34 1.28 1.28  -0.166
C 5.14 1.05 0.17  0.006
N 6.56 0.84 0.35  0.527
O 7.22 0.60 -0.64  -0.379
O 7.00 0.91 1.47  -0.375
C 4.60 1.03 -1.11  -0.186
C 3.25 1.20 -1.27  -0.138
N 0.18 0.09 1.44  -0.663
C 1.08 -0.94 1.61  0.671
O 1.23 -1.43 2.71  -0.581
C 1.79 -1.43 0.40  -0.091
C 1.15 -1.59 -0.83  -0.200
C 1.86 -2.07 -1.91  -0.221
C 3.20 -2.39 -1.79  -0.196
C 3.83 -2.27 -0.56  -0.205
C 3.12 -1.80 0.54  -0.191
C -4.42 1.25 -0.42  -0.260
C -5.79 1.13 -0.54  -0.183
H -8.31 -1.05 0.07  0.215
H -8.30 0.30 -1.08  0.218
H -8.44 0.61 0.65  0.221
H -6.26 -1.74 1.16  0.212
H -3.83 -1.56 1.37  0.204
H -1.93 -0.44 0.97  0.406
H 0.67 2.07 -1.24  0.251
H 2.35 1.61 1.97  0.229
H 4.79 1.31 2.26  0.252
H 5.26 0.87 -1.96  0.251
H 2.82 1.19 -2.26  0.218
H -0.32 0.33 2.29  0.416
H 0.10 -1.35 -0.93  0.214
H 1.37 -2.19 -2.86  0.219
H 3.76 -2.75 -2.64  0.219
H 4.87 -2.54 -0.45  0.222
H 3.59 -1.71 1.50  0.235
H -3.90 2.08 -0.87  0.255
H -6.34 1.89 -1.08  0.210

---

# 6
Molecular formula: C20H42AlB3O10
Method: DFT, ωB97M-V/def2-TZVPD

Its HOMO-LUMO gap (spin up / spin down) is 5.37 / 3.94 eV. The multiplicity is 2. The net charge is -1.

Each line ends with the Löwdin spin population.
Cartesian coordinates (Å):
Al -12.85 19.37 -4.70  0.328
B -12.13 22.25 -5.82  0.070
H -12.14 21.40 -6.48  0.020
H -11.74 23.06 -6.43  0.029
H -13.06 22.42 -5.31  0.004
H -11.42 22.00 -5.05  0.000
B -10.64 19.83 -2.38  0.075
H -11.13 18.92 -2.70  0.034
H -11.37 20.62 -2.26  0.004
H -10.18 19.58 -1.44  0.018
H -9.88 20.08 -3.11  0.005
B -10.13 19.71 -6.35  0.130
H -9.68 18.85 -5.88  0.013
H -9.50 20.00 -7.18  0.067
H -11.13 19.54 -6.73  0.040
H -10.06 20.50 -5.63  0.003
O -13.22 17.80 -2.27  0.037
C -13.25 17.41 -1.12  0.001
O -12.97 16.15 -0.85  0.000
C -12.74 16.06 0.48  0.000
C -13.49 17.28 1.04  0.000
C -13.39 18.32 0.06  0.000
H -11.68 16.22 0.70  0.000
H -13.12 15.16 0.96  0.000
H -12.96 17.57 1.95  0.000
H -14.43 16.99 1.49  0.000
H -12.52 18.96 0.21  0.000
H -14.34 18.85 -0.05  0.000
O -11.70 16.66 -4.87  0.015
C -11.53 15.58 -4.36  0.001
O -12.59 14.81 -4.20  0.000
C -12.30 13.78 -3.29  0.000
C -10.82 13.56 -3.60  0.000
C -10.26 14.87 -3.93  0.000
H -12.93 12.89 -3.34  0.000
H -12.45 14.13 -2.27  0.000
H -10.75 12.89 -4.46  0.000
H -10.31 12.89 -2.92  0.000
H -9.52 15.00 -4.72  0.000
H -9.95 15.27 -2.96  0.000
O -13.60 18.32 -7.33  0.020
C -14.28 18.20 -8.39  0.001
O -13.94 18.86 -9.57  0.000
C -15.04 18.88 -10.49  0.000
C -16.15 18.25 -9.71  0.000
C -15.61 17.49 -8.55  0.000
H -14.86 18.32 -11.41  0.000
H -15.35 19.90 -10.72  0.000
H -16.83 17.60 -10.27  0.000
H -16.80 19.05 -9.36  0.000
H -15.37 16.44 -8.72  0.000
H -16.13 17.55 -7.60  0.000
O -14.96 21.02 -5.84  0.041
C -15.80 21.58 -6.58  0.001
O -16.82 20.88 -7.10  0.000
C -17.53 21.69 -8.05  0.000
C -16.67 22.92 -8.28  0.000
C -15.87 23.08 -7.00  0.001
H -18.47 21.97 -7.57  0.000
H -17.75 21.21 -9.00  0.000
H -17.36 23.75 -8.37  0.000
H -15.85 22.93 -9.01  0.000
H -16.29 23.63 -6.16  0.000
H -14.87 23.44 -7.24  0.000
O -14.62 16.98 -4.92  0.041
C -15.56 16.15 -4.65  0.001
O -16.41 16.41 -3.77  0.000
C -17.22 15.30 -3.38  0.000
C -16.45 14.10 -4.02  0.000
C -15.74 14.72 -5.16  0.001
H -18.22 15.41 -3.80  0.000
H -17.22 15.24 -2.29  0.000
H -17.12 13.33 -4.39  0.000
H -15.88 13.51 -3.30  0.000
H -16.38 14.66 -6.04  0.000
H -14.82 14.17 -5.32  0.000

---

| no. | molecular weight (g mol⁻¹) | calculated total energy (Ha) |
| --- | --- | --- |
| 1 | 398.37 | -1412.88640 |
| 2 | 789.21 | -3208.87707 |
| 3 | 384.06 | -1038.95517 |
| 4 | 239.94 | -677.75456 |
| 5 | 401.42 | -1353.03869 |
| 6 | 501.96 | -1856.16973 |